{"formula": "C43H48N2O3P2Pd", "method": "ωB97M-V/def2-TZVPD", "e_above_lowest_kcal_mol": 0.00, "spin_multiplicity": 3, "orbital_gap_ev": [4.452, 6.155], "s_squared": 2.02, "species": ["H", "H", "P", "C", "C", "H", "H", "C", "H", "H", "C", "O", "C", "H", "H", "C", "H", "H", "N", "H", "C", "N", "H", "H", "C", "C", "C", "H", "C", "H", "H", "C", "H", "H", "H", "C", "C", "C", "H", "H", "H", "H", "C", "C", "C", "O", "H", "C", "C", "P", "H", "H", "C", "C", "H", "H", "H", "C", "H", "H", "C", "C", "C", "H", "C", "H", "C", "C", "H", "H", "H", "H", "H", "C", "H", "H", "C", "C", "C", "H", "C", "Pd", "H", "C", "C", "H", "H", "C", "C", "H", "C", "C", "O", "H", "C", "H", "C", "H", "C"], "coordinates": [[1.371, -4.724, -5.047], [6.539, 0.426, -0.791], [1.017, -0.669, 0.115], [3.070, 3.010, 4.655], [1.285, 2.578, 2.919], [0.517, -5.205, 3.545], [3.030, -2.547, 1.252], [-1.198, 4.121, -3.134], [-1.741, -2.087, -4.803], [-3.448, -3.046, -3.375], [-1.469, -5.973, -3.327], [0.649, 1.726, 3.559], [-0.326, -5.362, -2.559], [-5.586, -2.311, -1.645], [1.563, 5.534, 4.715], [-3.272, -0.079, -0.471], [-3.315, -1.422, -2.173], [3.177, 4.383, 6.360], [2.661, 4.370, 1.344], [5.316, -1.090, -2.348], [-0.472, -3.490, 2.665], [1.259, 2.515, 1.564], [-0.938, -4.891, -5.650], [-1.202, -1.722, 1.644], [4.847, 0.679, 0.530], [1.895, -3.958, 2.433], [-2.468, 4.363, -3.667], [4.610, 3.364, 6.104], [-3.916, 0.286, 0.725], [-3.428, 0.954, 1.432], [-1.197, -6.286, -4.347], [3.510, 0.361, 0.766], [1.429, -4.212, -2.394], [-1.449, -3.744, 3.074], [-0.359, -3.309, -6.149], [0.258, -1.181, -1.438], [-5.205, -0.180, 0.996], [-3.532, 3.507, -3.351], [-1.187, -0.642, -2.973], [2.876, -1.512, -2.028], [-2.634, 5.223, -4.320], [3.006, 0.711, 1.671], [-2.630, -3.676, -3.738], [0.460, 3.961, 5.704], [-3.857, -1.060, -1.297], [1.872, 3.293, -0.522], [2.512, 2.258, 5.234], [2.785, -0.396, -0.170], [0.599, -4.523, -3.040], [-1.682, 0.687, -0.943], [-5.728, 0.178, 1.885], [-3.483, -5.632, -4.025], [5.494, 0.173, -0.606], [0.914, -2.051, 1.296], [-0.257, -5.704, -1.518], [3.148, 4.990, 0.707], [-1.148, 3.403, 1.387], [-5.816, -1.099, 0.137], [-1.980, 2.066, 2.271], [4.296, 4.747, 5.030], [1.901, 3.376, 0.704], [-3.325, 2.395, -2.525], [-0.796, -0.503, -1.957], [1.190, -3.068, -4.460], [0.705, -4.057, -4.468], [-4.155, 1.724, -2.284], [-2.036, 2.132, -2.017], [4.793, -0.651, -1.497], [1.188, 3.860, 6.516], [-4.527, 3.706, -3.751], [0.242, 4.844, 3.768], [0.660, -2.081, -1.915], [-0.364, 4.590, 6.059], [0.636, -4.303, 2.937], [0.023, 2.823, -1.917], [3.803, 2.460, 4.044], [-0.338, -2.361, 1.852], [-2.764, -5.123, -3.358], [1.057, 4.592, 4.464], [2.762, -4.580, 2.658], [3.433, -0.909, -1.306], [-0.160, 1.177, 0.653], [5.383, 1.315, 1.237], [-1.705, -3.155, -4.552], [-1.676, 2.446, 1.286], [-6.821, -1.471, 0.358], [-2.508, 2.546, 0.570], [-0.615, -3.912, -5.265], [3.826, 3.935, 5.598], [-3.203, -5.164, -2.349], [2.042, -2.824, 1.629], [2.827, 4.609, 2.693], [3.547, 5.541, 3.037], [-0.370, 4.795, -3.356], [-5.128, -1.562, -0.995], [-1.739, -6.893, -2.786], [2.077, 3.697, 3.683], [0.070, 2.963, 5.465], [-0.979, 3.004, -2.322]]}

---

{"formula": "C3H3N2O2", "method": "ωB97M-V/def2-TZVPD", "charge": -1, "e_above_lowest_kcal_mol": 70.64, "orbital_gap_ev": 7.185, "species": ["N", "H", "O", "O", "N", "C", "H", "H", "C", "C"], "coordinates": [[0.820, 1.186, 0.376], [2.274, 0.007, 0.426], [-2.423, -0.208, -0.122], [0.412, -2.258, 0.214], [-0.584, 1.217, 0.241], [0.357, -1.049, -0.130], [-1.043, 2.029, -0.090], [0.178, -0.903, -1.364], [1.255, -0.013, 0.247], [-1.246, -0.007, 0.202]]}

---

{"formula": "C2H6ORb", "method": "ωB97M-V/def2-TZVPD", "charge": 1, "e_above_lowest_kcal_mol": 18.03, "orbital_gap_ev": 8.058, "species": ["H", "C", "H", "H", "H", "H", "H", "O", "C", "Rb"], "coordinates": [[0.858, 1.482, 0.500], [-0.022, 1.449, -0.143], [0.278, 1.489, -1.190], [-0.663, 2.298, 0.092], [-0.444, -1.280, -1.097], [-1.000, 0.045, 1.090], [-1.753, 0.137, -0.496], [0.114, -0.825, -0.462], [-0.795, 0.142, 0.024], [3.427, -4.937, 1.683]]}

---

{"formula": "C5H11N2O", "method": "ωB97M-V/def2-TZVPD", "charge": 1, "e_above_lowest_kcal_mol": 85.77, "orbital_gap_ev": 10.613, "species": ["C", "C", "H", "H", "H", "C", "C", "H", "H", "N", "H", "H", "H", "H", "H", "N", "C", "H", "O"], "coordinates": [[-2.414, -0.276, 0.232], [-1.072, 0.451, -1.269], [1.435, -1.218, 1.292], [2.892, -0.471, 0.729], [-0.954, -1.670, 1.098], [1.768, -0.304, 0.744], [1.242, -0.617, -0.635], [-0.932, 2.443, 0.391], [-2.510, 0.565, 0.947], [-2.318, 0.417, -1.026], [0.540, 2.418, -0.327], [1.413, 0.662, 1.214], [1.479, -1.670, -0.825], [1.409, -0.038, -1.560], [-0.577, 1.034, -1.986], [-0.203, -0.387, -0.458], [-1.005, -0.821, 0.406], [-3.144, -1.045, 0.306], [-0.035, 1.837, 0.235]]}

---

{"formula": "C2H7N", "method": "ωB97M-V/def2-TZVPD", "smiles": "C=N.C", "e_above_lowest_kcal_mol": 29.56, "orbital_gap_ev": 11.457, "species": ["H", "H", "C", "C", "H", "N", "H", "H", "H", "H"], "coordinates": [[5.424, 1.837, -1.178], [-5.494, -0.888, -0.424], [4.403, 0.971, 0.041], [-4.678, -1.061, 0.267], [-4.601, -2.138, 0.378], [4.502, 1.430, -1.138], [-4.541, -0.631, 1.254], [3.473, 0.567, 0.445], [5.285, 0.654, 0.612], [-3.774, -0.742, -0.257]]}

---

{"formula": "C4H12N3", "method": "ωB97M-V/def2-TZVPD", "charge": 1, "smiles": "CCNCNC=[NH2+]", "e_above_lowest_kcal_mol": 57.18, "orbital_gap_ev": 9.848, "species": ["N", "C", "H", "H", "H", "H", "H", "C", "H", "H", "H", "H", "N", "H", "C", "C", "H", "H", "N"], "coordinates": [[-0.390, 0.356, -0.697], [-2.390, -0.622, 0.131], [-3.097, -0.989, 0.966], [1.461, -1.125, -1.213], [-2.142, -1.474, -0.334], [-1.033, 0.692, -1.393], [-0.732, -0.609, 1.293], [2.490, -0.303, 0.373], [3.200, -0.533, 1.046], [0.210, 2.131, -0.202], [1.510, 1.122, 1.400], [1.337, 1.527, -1.469], [2.247, -1.212, -0.538], [-2.888, -0.081, -0.539], [0.672, 1.227, -0.500], [-1.141, 0.130, 0.561], [2.902, -1.991, -0.521], [-1.485, 1.018, 0.983], [1.685, 0.743, 0.482]]}

---

{"formula": "C4H6P2", "method": "ωB97M-V/def2-TZVPD", "e_above_lowest_kcal_mol": 59.27, "orbital_gap_ev": [7.138, 7.134], "species": ["H", "H", "H", "P", "H", "H", "P", "C", "C", "H", "C", "C"], "coordinates": [[3.098, 0.379, -1.010], [2.796, 1.605, 0.135], [3.397, 0.027, 0.682], [-0.713, 1.494, 0.106], [-2.979, -0.868, -1.140], [-3.305, 0.082, 0.149], [0.380, -1.189, 0.370], [2.666, 0.606, -0.026], [-2.595, -0.682, -0.025], [-2.809, -1.604, 0.451], [-1.182, -0.134, 0.139], [1.247, 0.285, 0.168]]}

---

{"formula": "CH3O3PS", "method": "ωB97M-V/def2-TZVPD", "e_above_lowest_kcal_mol": 120.08, "orbital_gap_ev": [8.105, 8.104], "species": ["H", "H", "H", "O", "O", "S", "P", "C", "O"], "coordinates": [[1.276, -2.221, 0.618], [-2.188, -0.207, -0.176], [-1.484, 1.563, -0.368], [-0.410, -0.148, -0.994], [-0.630, 0.219, 1.187], [0.933, 0.225, -0.083], [2.237, -1.330, 0.138], [-1.318, 0.408, -0.038], [1.584, 1.491, -0.284]]}

---

{"formula": "C3H3N3S", "method": "ωB97M-V/def2-TZVPD", "smiles": "S/C=C1/N=CN=N1", "e_above_lowest_kcal_mol": 46.38, "orbital_gap_ev": 8.161, "species": ["C", "N", "S", "C", "N", "H", "H", "C", "H", "N"], "coordinates": [[-2.134, -0.036, -0.097], [-1.728, -1.367, -0.050], [2.603, -0.604, -0.098], [1.208, 0.441, 0.050], [-1.165, 0.806, -0.072], [-3.149, 0.233, -0.082], [3.482, 0.437, 0.219], [-0.052, -0.025, 0.037], [1.357, 1.500, 0.022], [-0.421, -1.386, 0.071]]}

---

{"formula": "C6H11NO2", "method": "ωB97M-V/def2-TZVPD", "e_above_lowest_kcal_mol": 87.51, "orbital_gap_ev": 8.111, "species": ["H", "H", "H", "H", "C", "C", "C", "C", "H", "H", "C", "H", "H", "H", "H", "H", "C", "N", "O", "O"], "coordinates": [[2.355, 0.395, 0.791], [1.766, -1.036, -0.087], [1.426, -0.881, 1.627], [2.043, 0.571, -2.190], [0.240, 0.396, 0.412], [-0.833, -0.271, -0.201], [0.434, 1.627, -1.263], [-1.258, -1.506, 1.426], [0.472, 0.370, -2.992], [-0.031, 1.149, 1.149], [1.128, 1.085, -2.492], [-1.752, 0.283, -0.366], [-0.602, -1.034, -0.938], [1.385, 1.895, -3.183], [-2.703, -1.702, 2.877], [-2.676, -0.151, 2.082], [1.528, -0.313, 0.696], [-2.307, -1.082, 2.176], [-0.711, -2.573, 1.621], [0.095, 2.776, -1.147]]}

---

{"formula": "C21H31CoN4O3S", "method": "ωB97M-V/def2-TZVPD", "charge": 2, "e_above_lowest_kcal_mol": 0.00, "orbital_gap_ev": 7.420, "species": ["C", "H", "H", "H", "H", "N", "C", "O", "N", "C", "C", "H", "C", "C", "C", "H", "S", "O", "C", "H", "H", "C", "H", "H", "H", "H", "H", "H", "H", "H", "C", "N", "H", "C", "H", "H", "H", "C", "H", "H", "H", "C", "H", "C", "C", "C", "H", "C", "C", "H", "H", "Co", "H", "H", "C", "C", "N", "C", "H", "H", "O"], "coordinates": [[-1.117, 1.899, 3.042], [2.420, 2.757, 0.376], [-2.336, -1.255, -0.445], [1.894, -3.613, -3.946], [-6.351, 0.222, -0.372], [2.118, 0.638, 0.541], [2.615, -1.494, -2.469], [1.453, -2.172, 0.772], [0.651, -2.975, 0.205], [-1.174, 3.972, 1.812], [2.952, -3.546, -3.693], [-1.733, 0.340, 4.411], [-5.608, -0.556, 1.482], [-0.043, 4.406, 2.492], [1.626, 2.021, 0.266], [5.093, -2.555, -2.236], [-0.815, -0.800, 2.575], [-0.088, -2.346, -0.588], [-4.526, -1.125, 2.136], [-0.792, 1.135, -0.525], [-2.761, 0.516, 2.964], [3.134, -1.284, -4.834], [-6.534, -0.392, 2.016], [-4.256, -0.217, -1.600], [3.435, -0.242, -4.730], [-2.451, -2.310, 3.182], [2.249, 0.493, 1.540], [0.540, 2.934, -1.378], [3.008, 0.452, 0.085], [1.414, 3.937, 3.996], [0.013, 2.339, 3.725], [0.015, 0.871, -1.090], [1.753, 1.748, -1.875], [-1.742, 0.571, 3.344], [5.219, -0.969, -3.033], [-1.697, -2.784, 1.667], [-4.616, -1.402, 3.181], [3.410, -2.085, -3.551], [2.084, -1.331, -5.119], [5.478, -2.450, -3.954], [0.356, 5.393, 2.303], [-1.704, 2.718, 2.078], [-2.609, 2.390, 1.577], [0.552, 3.588, 3.445], [-3.331, -1.352, 1.458], [4.892, -2.002, -3.153], [3.723, -1.727, -5.636], [-4.321, -0.450, -0.545], [-5.504, -0.211, 0.142], [-1.662, 4.623, 1.097], [0.853, 2.226, 1.008], [0.831, -0.639, -0.128], [3.140, -4.115, -2.783], [-0.320, 0.646, -2.024], [-2.169, -1.950, 2.188], [1.009, 1.988, -1.116], [1.971, -1.056, -1.627], [-3.238, -1.019, 0.107], [3.526, -3.997, -4.503], [0.457, 1.723, 4.498], [-0.389, -0.126, 1.242]]}

---

{"formula": "C3H7NO2", "method": "ωB97M-V/def2-TZVPD", "smiles": "CNC(=O)CO", "e_above_lowest_kcal_mol": 49.32, "orbital_gap_ev": 10.081, "species": ["H", "O", "C", "H", "H", "C", "C", "H", "H", "H", "H", "O", "N"], "coordinates": [[-2.208, 1.591, 0.462], [0.967, -0.917, -1.911], [0.534, -0.357, 0.448], [0.900, -1.874, -1.842], [-2.059, 0.166, 1.501], [-1.499, 0.894, 0.916], [1.492, -0.454, -0.689], [2.469, -0.885, -0.372], [1.193, 0.673, -0.849], [-0.876, 1.466, 1.604], [-1.093, -0.151, -0.853], [0.825, -0.403, 1.622], [-0.644, 0.250, -0.037]]}

---

{"formula": "C2H3OP", "method": "ωB97M-V/def2-TZVPD", "smiles": "C=CP=O", "e_above_lowest_kcal_mol": 28.70, "orbital_gap_ev": 8.537, "species": ["H", "P", "H", "C", "O", "C", "H"], "coordinates": [[-0.298, -1.197, 0.642], [0.484, 2.150, 2.226], [-0.026, -0.387, -0.885], [-0.258, -0.234, 0.072], [1.223, 1.353, 3.172], [0.062, 1.011, 0.622], [0.107, 1.705, -0.189]]}

---

{"formula": "C18H16ClMoN4O3", "method": "ωB97M-V/def2-TZVPD", "charge": 3, "e_above_lowest_kcal_mol": 0.00, "spin_multiplicity": 3, "orbital_gap_ev": [5.783, 5.614], "s_squared": 2.02, "species": ["H", "O", "C", "H", "C", "C", "H", "C", "C", "C", "C", "C", "C", "H", "H", "H", "H", "C", "H", "H", "Cl", "H", "N", "C", "H", "O", "C", "N", "C", "H", "Mo", "C", "H", "N", "C", "C", "C", "N", "H", "C", "H", "H", "O"], "coordinates": [[-1.358, 2.081, -1.858], [0.212, 0.145, -2.138], [-0.169, -4.266, 0.948], [-0.466, 3.448, 5.026], [-1.681, 3.823, -0.636], [-1.577, 4.343, 0.636], [3.281, 1.024, -1.997], [-0.365, -3.338, 3.597], [-1.115, 3.531, 1.694], [-0.997, 3.975, 3.033], [-0.781, 2.199, 1.396], [0.694, 0.172, -4.874], [-0.237, -2.422, 2.542], [2.077, 1.597, 0.082], [-0.310, -6.217, 1.822], [1.259, 0.292, -5.790], [0.365, -0.852, -4.733], [-0.273, 1.766, 3.701], [0.051, 1.126, 4.511], [-0.454, -2.989, 4.619], [-0.533, -5.815, 4.608], [-0.099, -4.626, -0.069], [-0.839, 1.711, 0.109], [-0.275, -1.027, 2.820], [2.709, 0.074, 0.138], [-0.026, -2.000, 0.228], [1.377, 0.447, -2.587], [2.022, 0.664, -0.337], [-0.287, -5.152, 2.012], [-1.856, 5.371, 0.835], [-0.025, -0.232, -0.164], [-1.296, 2.507, -0.866], [-0.118, 0.888, -4.804], [-0.224, -0.045, 1.952], [-0.384, -4.697, 3.331], [-0.393, 1.307, 2.413], [-0.569, 3.111, 4.004], [2.350, 0.741, -1.710], [-1.247, 5.000, 3.275], [-0.144, -2.920, 1.230], [-2.051, 4.416, -1.460], [-0.407, -0.765, 3.866], [1.689, 0.491, -3.810]]}

---

{"formula": "C27H29N5O7", "method": "ωB97M-V/def2-TZVPD", "e_above_lowest_kcal_mol": 390.97, "orbital_gap_ev": 8.442, "species": ["C", "H", "C", "H", "C", "H", "C", "H", "H", "C", "C", "C", "H", "H", "H", "O", "H", "H", "O", "C", "C", "H", "C", "C", "H", "C", "N", "C", "O", "H", "C", "H", "H", "C", "C", "C", "H", "C", "H", "H", "H", "C", "H", "H", "H", "N", "O", "N", "C", "H", "H", "C", "C", "N", "C", "O", "H", "O", "N", "C", "H", "H", "O", "C", "H", "C", "C", "H"], "coordinates": [[1.293, 0.489, -0.724], [-1.106, 2.298, 3.739], [-3.836, -3.526, -0.722], [-2.252, -3.159, -1.973], [-3.042, -0.488, 0.842], [0.144, -0.269, -2.282], [-0.804, 1.666, 3.146], [0.937, 3.443, -1.628], [3.474, -3.179, -1.144], [0.326, 0.217, 0.477], [0.372, 2.274, 2.265], [-4.368, -1.908, -0.552], [-2.934, 4.671, -1.947], [-0.944, -2.073, -0.396], [-3.813, 2.540, -2.424], [-4.042, 0.095, 0.907], [6.122, 1.118, 0.882], [-1.380, -0.848, 2.096], [0.130, 3.118, 1.313], [-0.978, 4.189, -1.860], [-0.023, 3.118, -1.868], [-4.549, -1.454, -1.431], [4.693, -1.775, -0.364], [-1.717, 1.660, -2.047], [2.299, 2.343, 2.122], [-5.418, -1.698, 0.255], [-3.003, -1.402, -0.043], [5.891, 0.173, 0.692], [-6.233, -1.036, -0.426], [1.673, 1.116, 3.322], [5.960, -2.435, -0.454], [1.351, 1.106, -2.775], [-0.984, 1.150, -0.154], [7.073, -0.741, 0.489], [2.377, -1.440, -1.153], [7.009, -1.999, 0.234], [-7.086, -1.003, 0.382], [4.801, -0.290, 0.076], [-4.446, -3.842, -1.761], [1.546, 1.778, -0.288], [8.062, -0.548, 0.973], [-2.235, 4.162, -2.064], [-4.197, -3.922, 0.262], [-0.424, 0.769, 3.758], [-2.450, 2.152, 1.642], [1.532, 1.954, 2.694], [0.731, -0.695, 1.147], [3.568, -2.333, -0.889], [-1.919, -2.363, 0.021], [5.711, -3.596, -0.635], [-0.779, 5.347, -1.447], [0.612, 0.793, -2.132], [-1.891, 0.113, 1.387], [2.532, -0.010, -0.608], [-2.634, 2.657, -2.505], [-5.524, -2.159, 1.359], [-2.036, 0.660, -2.473], [3.577, 1.732, 0.233], [-0.849, 0.385, 0.438], [-2.461, -3.547, -1.088], [-1.962, -4.479, -0.754], [-1.659, -2.935, 1.275], [1.287, -1.935, -1.318], [-0.346, 1.965, -2.039], [7.946, -2.522, 0.124], [-2.161, 1.207, 2.437], [3.554, 0.496, 0.165], [-3.009, 0.916, 3.233]]}

---

{"formula": "C5H7NO", "method": "ωB97M-V/def2-TZVPD", "smiles": "CC(=O)[C@@H](C)C#N", "e_above_lowest_kcal_mol": 17.54, "orbital_gap_ev": 10.827, "species": ["H", "H", "C", "N", "O", "C", "C", "H", "C", "H", "H", "C", "H", "H"], "coordinates": [[-1.238, 1.677, -1.203], [1.092, 0.575, -1.207], [0.386, 0.575, -0.360], [1.682, 0.164, 1.868], [-1.557, -0.710, -1.031], [-0.477, 1.847, -0.440], [-0.527, -0.736, -0.405], [0.445, -1.600, 1.300], [-0.022, -1.941, 0.377], [-0.974, 2.033, 0.515], [0.748, -2.458, -0.215], [1.181, 0.468, 0.873], [-0.813, -2.650, 0.635], [0.074, 2.756, -0.707]]}